Entry 1:
{"formula": "C13H19N", "method": "ωB97M-V with the def2-TZVPD basis set", "species": ["C", "C", "C", "N", "C", "C", "C", "C", "C", "C", "H", "H", "H", "H", "H", "H", "H", "H", "H", "C", "C", "C", "C", "H", "H", "H", "H", "H", "H", "H", "H", "H", "H"], "coordinates": [[-3.35821, 0.21583, 1.59393], [-3.45602, -0.11656, 0.12402], [-4.49048, -0.52140, -0.67361], [-4.20119, -0.09275, -2.00032], [-2.86275, 0.24118, -2.07228], [-2.15021, 0.56006, -3.22293], [-0.79814, 0.82790, -3.01444], [-0.28558, 0.94643, -1.68793], [-1.09100, 0.81962, -0.58056], [-2.39879, 0.29424, -0.71919], [-4.22129, -0.03820, 2.23491], [-3.24530, 1.31371, 1.78492], [-2.37214, -0.18418, 1.93460], [-5.52915, -0.48655, -0.32378], [-4.73270, -0.35625, -2.80403], [-2.64581, 0.62011, -4.19414], [-0.11208, 1.10570, -3.82558], [0.78632, 1.23310, -1.58667], [-0.62662, 0.90883, 0.39401], [2.45918, -1.39628, 0.87800], [3.15558, -0.26511, 1.69650], [4.29268, -0.95065, 2.45812], [3.58770, 0.63507, 0.55400], [2.47948, -2.30293, 1.45383], [2.81671, -1.37025, -0.17282], [1.41838, -1.19168, 0.63990], [2.62185, 0.22460, 2.54216], [4.83498, -1.60176, 1.75380], [5.00444, -0.19015, 2.83503], [4.07332, -1.44262, 3.39208], [2.62728, 0.87252, -0.06526], [4.19244, 1.55051, 0.82352], [4.22714, 0.13792, -0.14980]], "forces_ev_per_angstrom": [[0.54, 0.28, 0.45], [-0.11, 0.43, 0.84], [-0.61, 2.52, -0.17], [0.25, -1.19, 0.97], [-1.31, 0.02, 0.85], [1.10, 0.07, 0.26], [-0.04, 0.62, 0.28], [0.50, 0.56, -0.95], [0.11, -1.36, 0.62], [1.26, 0.79, -2.44], [0.58, -0.53, -0.39], [-0.11, -0.62, -0.69], [-1.01, -0.08, 0.33], [0.39, -0.72, -0.37], [-0.17, -0.24, -0.18], [0.31, -0.19, 0.24], [-0.50, -0.33, 0.20], [-1.02, -0.23, 0.05], [-0.12, 0.19, 0.13], [-1.31, 1.15, 0.18], [0.25, -1.37, -0.06], [1.79, 1.25, -0.63], [-0.69, 2.36, -0.16], [0.20, -0.80, -0.42], [0.63, -0.91, 0.94], [-0.52, 0.23, 0.55], [-0.59, -0.02, -1.25], [0.01, -0.02, 0.52], [-0.01, -0.09, -0.50], [-0.83, -0.67, -0.06], [1.73, 0.17, 1.14], [-1.08, -0.58, -0.07], [0.38, -0.69, -0.19]], "lowdin_charge": [-0.053, -0.253, -0.041, 0.062, -0.218, -0.027, -0.090, -0.109, -0.036, -0.147, 0.076, 0.090, 0.083, 0.121, 0.135, 0.111, 0.100, 0.094, 0.101, -0.098, -0.466, -0.116, -0.123, 0.066, 0.083, 0.056, 0.136, 0.084, 0.076, 0.066, 0.091, 0.089, 0.059], "e_above_lowest_kcal_mol": 41.2, "smiles": "Cc1c[nH]c2ccccc12.CC(C)C", "energy_ha": -561.45705, "gap_ev": 8.941, "max_force_ev_per_a": 2.85}

Entry 2:
{"formula": "C13H19N", "method": "ωB97M-V with the def2-TZVPD basis set", "species": ["C", "C", "C", "N", "C", "C", "C", "C", "C", "C", "H", "H", "H", "H", "H", "H", "H", "H", "H", "C", "C", "C", "C", "H", "H", "H", "H", "H", "H", "H", "H", "H", "H"], "coordinates": [[2.51515, -1.92472, -0.92434], [1.48281, -1.19111, -1.71723], [0.90007, -1.61180, -2.90074], [0.22611, -0.51820, -3.40601], [0.29482, 0.57990, -2.56369], [-0.17943, 1.87290, -2.67124], [-0.01581, 2.72818, -1.64427], [0.42855, 2.18107, -0.37124], [0.95289, 0.94036, -0.27335], [0.94906, 0.08706, -1.41754], [3.24140, -2.53846, -1.48898], [2.10698, -2.59858, -0.18702], [3.21325, -1.25436, -0.40837], [1.12770, -2.50049, -3.45528], [-0.23338, -0.60964, -4.29730], [-0.61634, 2.17863, -3.63984], [-0.43011, 3.70485, -1.51327], [0.21084, 2.86586, 0.42482], [1.36943, 0.62803, 0.68427], [-0.25442, -0.38633, 3.19734], [-1.78861, -0.60191, 3.30547], [-2.19615, -1.83688, 4.20985], [-2.31299, 0.69731, 3.89930], [0.34389, -1.27298, 3.46489], [0.06630, 0.44660, 3.83802], [0.04606, -0.31544, 2.15727], [-2.14418, -0.99947, 2.37013], [-2.03035, -2.77230, 3.63302], [-1.56592, -1.89477, 5.10977], [-3.27901, -1.81564, 4.33945], [-3.36869, 0.92122, 3.67390], [-2.29961, 0.73720, 5.02406], [-1.76077, 1.52529, 3.47919]], "forces_ev_per_angstrom": [[1.04, -0.28, 0.20], [-0.17, -1.49, -0.21], [1.26, 1.98, 1.37], [-0.51, -0.42, -1.34], [0.12, -2.30, 0.53], [-0.60, 0.55, -2.55], [-0.16, -1.16, 2.99], [-0.73, 1.52, -1.93], [0.77, -0.94, 0.23], [0.39, 1.65, 0.41], [-0.73, 0.18, -0.38], [-0.28, -0.15, 0.42], [-0.49, 0.23, 0.12], [-0.29, -0.10, -0.29], [-0.08, 0.58, 0.11], [0.15, -0.03, 0.65], [-0.14, 0.54, -0.86], [0.60, -0.13, 0.79], [-0.13, -0.20, -0.27], [0.22, -1.45, 0.10], [0.97, -1.41, 1.96], [0.87, 0.12, -1.16], [-1.72, 0.30, 0.11], [-0.38, 0.07, 0.48], [0.11, -0.22, -0.51], [-0.08, 0.92, -0.16], [-0.50, 1.14, -0.83], [0.19, 0.46, 0.32], [-0.69, 0.10, 0.04], [0.10, 0.14, 0.68], [0.16, -0.32, -0.12], [0.55, -0.26, -1.02], [0.18, 0.38, 0.14]], "lowdin_charge": [-0.058, -0.233, -0.041, 0.058, -0.206, -0.053, -0.083, -0.094, -0.040, -0.137, 0.079, 0.066, 0.077, 0.117, 0.147, 0.120, 0.091, 0.090, 0.099, -0.088, -0.447, -0.094, -0.113, 0.073, 0.077, 0.041, 0.112, 0.072, 0.074, 0.066, 0.072, 0.099, 0.058], "e_above_lowest_kcal_mol": 34.4, "smiles": "Cc1c[nH]c2ccccc12.CC(C)C", "energy_ha": -561.46800, "gap_ev": 8.709, "max_force_ev_per_a": 3.21}

Entry 3:
{"formula": "C13H19N7NaO2S", "method": "ωB97M-V with the def2-TZVPD basis set", "species": ["Na", "N", "C", "S", "N", "N", "C", "C", "C", "C", "C", "C", "N", "H", "H", "H", "H", "H", "H", "H", "N", "C", "C", "C", "O", "O", "H", "H", "H", "H", "H", "H", "C", "N", "C", "C", "N", "H", "H", "H", "H", "H", "H"], "coordinates": [[-0.66669, 0.28909, 0.53636], [-2.32599, 1.12689, -4.30324], [-1.64019, 1.27049, -3.10594], [-0.12239, 0.53419, -2.99804], [-2.17579, 2.06879, -2.23814], [-1.94299, 2.05609, -0.94464], [-1.74359, 3.16929, -0.33634], [-1.57469, 3.22629, 1.08776], [-0.91319, 4.32119, 1.66386], [-0.66119, 4.31439, 3.01686], [-1.10289, 3.23779, 3.77256], [-1.79639, 2.22679, 3.12306], [-2.03459, 2.21439, 1.82976], [-1.73299, 0.92429, -5.09504], [-3.02029, 1.84249, -4.46434], [-1.62489, 4.10689, -0.89274], [-0.57329, 5.13409, 1.03856], [-0.11989, 5.13229, 3.47466], [-0.90199, 3.17799, 4.83196], [-2.18059, 1.38179, 3.67666], [1.89001, -1.90021, 0.73266], [2.22991, -1.96411, 2.14796], [2.20931, -0.57381, 2.76796], [0.90011, 0.12829, 2.31906], [-0.16249, -0.26351, 2.81706], [1.02441, 1.01139, 1.45286], [2.26331, -2.69871, 0.23636], [2.27171, -1.05171, 0.33096], [3.22691, -2.42281, 2.31286], [1.47811, -2.58781, 2.64096], [3.05951, 0.00879, 2.40876], [2.25341, -0.64871, 3.85456], [0.39751, -4.80231, -2.65734], [0.25201, -3.37611, -2.50834], [1.37311, -2.55261, -2.88524], [-0.61689, -2.92871, -1.63024], [-1.45349, -2.59941, -0.91564], [0.75201, -5.01321, -3.66934], [-0.57179, -5.27831, -2.51104], [1.11471, -5.22811, -1.94104], [1.63391, -2.76271, -3.92524], [2.24851, -2.74331, -2.25204], [1.08051, -1.50761, -2.79994]], "forces_ev_per_angstrom": [[-1.31, -0.26, -0.94], [-0.22, 0.13, -0.24], [0.28, 0.22, 0.15], [0.64, -0.45, 0.34], [-1.42, 0.78, -1.03], [0.94, -0.41, 0.98], [-0.11, 0.10, -1.35], [0.21, 0.25, 1.01], [-0.13, -0.19, -0.24], [-0.05, -0.10, 0.14], [0.03, 0.10, -0.02], [0.06, 0.06, 0.60], [-0.04, -0.11, -0.53], [-0.05, 0.04, 0.20], [-0.01, -0.03, 0.05], [-0.15, -0.18, -0.04], [0.03, 0.03, -0.08], [0.02, 0.01, 0.04], [-0.05, -0.03, 0.07], [0.08, -0.10, 0.08], [0.03, 0.13, -0.22], [0.31, -0.35, 0.35], [-0.35, 0.06, -0.24], [1.40, -0.24, 1.16], [-0.81, -0.55, 0.24], [0.89, 0.98, -0.51], [-0.04, 0.07, -0.07], [0.04, 0.00, -0.18], [-0.31, 0.10, 0.06], [0.09, 0.03, 0.07], [0.01, 0.02, 0.01], [-0.04, -0.02, 0.02], [-0.02, -0.28, 0.04], [0.42, -0.25, -0.52], [0.36, 0.28, -0.04], [-0.31, -0.01, -0.03], [-0.53, 0.31, 0.70], [-0.04, -0.02, 0.06], [0.08, -0.04, -0.02], [-0.04, 0.03, -0.04], [0.00, 0.04, 0.05], [0.02, -0.04, -0.01], [0.09, -0.10, -0.06]], "lowdin_charge": [0.389, 0.012, -0.979, 0.514, -0.061, -0.009, -0.119, -0.286, -0.035, -0.084, -0.069, -0.151, 0.119, 0.045, 0.068, 0.116, 0.102, 0.098, 0.093, 0.106, 0.016, -0.297, -0.119, -0.751, -0.026, -0.073, 0.053, 0.073, 0.100, 0.107, 0.104, 0.105, -0.065, -0.213, -0.090, -0.344, 0.169, 0.084, 0.091, 0.086, 0.088, 0.077, -0.042], "energy_ha": -1601.12841, "gap_ev": 6.292, "charge": -1, "max_force_ev_per_a": 1.92}

Entry 4:
{"formula": "C13H19NO3S", "method": "ωB97M-V with the def2-TZVPD basis set", "species": ["N", "C", "O", "C", "H", "H", "C", "C", "H", "H", "C", "C", "O", "O", "C", "C", "H", "H", "C", "C", "C", "C", "C", "S", "H", "H", "H", "H", "H", "H", "H", "H", "H", "H", "H", "H", "H"], "coordinates": [[3.63652, 1.21352, 1.04034], [2.75403, 0.29737, 1.45038], [2.42815, -0.64642, 0.71231], [2.46336, 0.53399, 2.98556], [2.73073, 1.66352, 3.39242], [3.02678, -0.26354, 3.65412], [0.97806, 0.30131, 3.49855], [0.26732, 1.77114, 3.07993], [-0.74713, 1.56584, 3.39081], [0.57885, 2.42089, 3.82510], [0.43617, 2.17322, 1.66495], [-0.32607, 1.40256, 0.72431], [-1.65854, 0.89823, 1.01704], [0.24703, 1.15415, -0.43415], [-0.34080, 0.46810, -1.44032], [-0.07332, -1.18251, -0.90408], [-0.90146, -1.39738, -0.12130], [0.92044, -1.25735, -0.59737], [-0.33245, -2.05570, -2.39405], [-1.70886, -2.05260, -2.64431], [-2.21810, -1.31647, -3.86813], [-3.50935, -1.59687, -3.84244], [-4.13326, -2.14521, -2.89498], [-2.97565, -2.68204, -1.59859], [-5.12546, -2.09207, -2.88844], [-4.24951, -1.13937, -4.86468], [-1.76586, -0.92534, -4.52428], [-0.01640, -3.10148, -2.06683], [0.33315, -1.80594, -2.92854], [0.13295, 0.56176, -2.27143], [-1.33033, 0.54402, -1.59525], [1.26018, 2.53396, 1.32501], [-0.27982, 3.14434, 1.68323], [0.54257, -0.31146, 2.66385], [0.84529, 0.02204, 4.35785], [4.07753, 1.10868, -0.05144], [4.03326, 2.19311, 1.46486]], "forces_ev_per_angstrom": [[4.40, 3.99, -4.44], [0.22, -0.98, 1.07], [0.14, 1.57, 1.95], [-0.18, -0.37, 3.24], [-0.05, -2.94, -1.37], [-0.24, 1.70, -1.81], [1.44, 5.83, -14.28], [-0.03, -4.74, 2.35], [-0.68, 0.35, -0.82], [1.13, 1.87, 0.88], [-7.37, 1.88, 2.62], [-8.41, -4.80, -0.30], [8.13, 3.09, -1.84], [0.88, 3.17, 2.29], [-0.18, -6.79, 5.57], [-4.06, 1.49, -3.79], [1.70, 0.23, -1.37], [1.30, -0.17, 0.63], [-5.14, -5.08, 13.42], [-2.55, 3.07, -4.40], [-1.96, -8.39, 13.26], [-4.24, 4.52, -8.69], [1.27, -2.87, 4.93], [-0.10, 1.27, -2.84], [-3.91, -0.62, 0.94], [2.14, -1.41, 3.21], [6.73, 5.26, -8.72], [-0.33, 0.90, -0.35], [8.16, 4.05, -8.22], [3.48, 1.01, -5.06], [-3.59, 0.85, 0.11], [5.62, 1.66, -1.92], [1.46, -1.56, -0.33], [0.06, -0.34, 1.42], [-1.31, -2.96, 9.24], [-2.02, 0.08, 4.19], [-1.93, -3.81, -0.78]], "lowdin_charge": [0.072, -0.576, 0.017, -0.115, 0.149, 0.143, -0.084, -0.161, 0.105, 0.078, -0.132, -0.308, -0.091, 0.016, -0.101, 0.014, 0.106, 0.027, -0.168, -0.502, -0.041, -0.340, -0.386, 1.034, 0.022, 0.199, -0.003, 0.137, -0.010, 0.063, 0.085, 0.047, 0.205, 0.121, -0.004, 0.205, 0.177], "e_above_lowest_kcal_mol": 287.6, "energy_ha": -1185.01365, "gap_ev": 8.080, "max_force_ev_per_a": 15.81}

Entry 5:
{"formula": "C13H19NO5ReSi", "method": "ωB97M-V with the def2-TZVPD basis set", "species": ["Re", "O", "C", "O", "C", "O", "C", "C", "O", "O", "H", "H", "H", "H", "H", "C", "Si", "C", "C", "N", "C", "C", "C", "C", "C", "C", "H", "H", "H", "H", "H", "H", "H", "H", "H", "H", "H", "H", "H", "H"], "coordinates": [[0.71452, 0.12940, -0.20811], [4.63294, -1.18820, 0.34449], [3.43343, -0.74619, 0.44476], [2.69941, -0.50967, -0.53351], [2.93380, -0.53213, 1.84808], [1.61778, 0.04135, 1.75793], [1.42847, 1.33520, 2.40648], [1.42606, 2.42099, 1.34284], [1.50492, 3.57455, 1.58470], [1.30357, 1.92251, 0.07645], [4.91983, -1.31342, -0.58115], [3.61800, 0.12406, 2.38763], [2.88043, -1.48765, 2.37355], [2.21091, 1.51372, 3.14046], [0.46467, 1.29691, 2.91086], [0.36305, -2.72523, -0.38481], [-1.30629, -2.10494, -1.03622], [-1.56040, -2.49099, -2.81687], [-2.68482, -2.49938, 0.12103], [-0.91161, -0.34214, -0.88648], [-1.37003, 0.99456, -0.72464], [-1.75461, 1.40940, 0.56661], [-1.93464, 2.76399, 0.80402], [-1.76497, 3.67013, -0.23277], [-1.45664, 3.24745, -1.53196], [-1.25721, 1.91352, -1.79062], [0.33373, -3.77405, -0.70948], [0.45917, -2.76357, 0.70266], [1.27880, -2.36251, -0.86524], [-1.73757, -3.56275, -2.93898], [-0.69218, -2.22252, -3.42059], [-2.43393, -1.97232, -3.21598], [-2.80817, -3.58289, 0.19515], [-3.63146, -2.08840, -0.23361], [-2.49531, -2.12063, 1.12705], [-1.94447, 0.66623, 1.33174], [-2.21747, 3.11245, 1.78807], [-1.89438, 4.72626, -0.03525], [-1.36259, 3.97256, -2.32833], [-1.00472, 1.55432, -2.77997]], "forces_ev_per_angstrom": [[-0.13, 0.20, 0.18], [-0.02, 0.01, 0.00], [-0.14, 0.05, 0.00], [0.11, -0.06, 0.13], [0.02, 0.01, -0.10], [0.03, -0.15, -0.05], [0.02, 0.04, 0.08], [-0.02, 0.06, -0.14], [0.01, 0.00, 0.03], [0.04, -0.01, -0.01], [0.00, 0.00, -0.01], [0.00, 0.01, -0.01], [0.01, -0.01, -0.01], [0.00, -0.01, 0.00], [0.00, 0.00, 0.00], [-0.19, -0.09, -0.06], [-0.07, 0.02, 0.03], [0.03, -0.02, 0.02], [0.04, -0.01, 0.00], [0.00, 0.05, -0.17], [0.19, -0.25, 0.04], [-0.07, 0.03, -0.02], [0.02, 0.01, 0.02], [-0.02, 0.01, 0.04], [0.03, -0.04, -0.03], [-0.03, 0.04, 0.03], [0.12, -0.01, 0.04], [0.01, 0.06, 0.00], [0.01, 0.04, -0.05], [0.00, 0.00, 0.00], [0.00, 0.00, 0.00], [0.00, 0.01, 0.02], [-0.01, 0.01, -0.01], [0.00, 0.01, -0.01], [-0.01, -0.02, 0.00], [0.02, 0.00, 0.00], [0.01, 0.00, 0.00], [-0.01, 0.00, -0.02], [0.00, 0.01, 0.01], [0.01, 0.01, 0.00]], "lowdin_spin": [0.883, 0.003, 0.004, 0.008, 0.002, 0.025, 0.005, 0.009, 0.006, 0.055, 0.000, 0.000, 0.000, 0.000, 0.000, 0.006, 0.002, -0.002, 0.000, -0.005, 0.005, -0.005, 0.004, -0.011, 0.002, 0.000, 0.000, 0.003, 0.000, 0.000, 0.000, 0.000, 0.000, 0.000, 0.000, 0.000, 0.000, -0.001, 0.000, 0.001], "spin_multiplicity": 2, "e_above_lowest_kcal_mol": 0.0, "s2": 0.757, "energy_ha": -1304.91743, "gap_ev": [7.942, 7.849], "charge": 2, "max_force_ev_per_a": 0.32}